Entry 1:
A structure of composition C28H31Br4N3O5STeV, computed with ωB97M-V/def2-TZVPD.

Summary:
HOMO energy (spin up / spin down), eV: -4.561 / -4.916
Total charge: -1
Total energy, eV: -368235.207
Spin multiplicity: 3
Expectation value of S²: 2.017
Frontier orbital gap (spin up / spin down), eV: 6.32 / 6.76

Last column: Löwdin charge in e.
Atoms and positions in Å:
Te -1.17 -2.19 0.81  1.046
Br -3.70 1.34 7.20  0.679
Br -3.70 3.06 4.34  0.720
Br 0.25 -2.15 4.95  0.753
Br -1.68 -1.26 7.55  0.669
V -0.04 0.19 1.05  0.687
S 1.09 4.17 -2.14  0.652
O -0.17 -0.20 2.63  -0.412
O -1.70 1.78 2.36  -0.095
O 1.54 3.95 -3.48  -0.296
O 1.65 5.29 -1.43  -0.293
O -0.05 1.19 -0.31  -0.187
N 2.45 -0.80 -0.24  -0.279
N 1.26 2.79 -1.26  0.011
N 2.47 0.90 2.14  -0.277
C -2.40 2.90 -0.99  0.019
C -3.34 3.78 -1.51  -0.051
C -0.69 4.22 -2.06  -0.202
C -0.90 0.07 3.70  -0.371
C 2.15 2.31 1.93  -0.079
C 3.52 0.17 -0.02  -0.193
C 2.72 -2.07 0.41  -0.102
C 2.58 0.62 3.56  -0.098
C 0.09 -4.87 -0.63  -0.107
C -1.24 -2.80 -1.24  -0.495
C 3.69 0.50 1.45  -0.199
C -2.56 0.83 5.78  -0.753
C -1.62 5.09 -2.59  -0.035
C -2.96 4.85 -2.31  -0.066
C -1.07 3.13 -1.30  -0.125
C -2.57 1.56 4.59  -0.639
C -1.92 -2.47 -3.54  -0.029
C -0.62 -4.00 -1.63  -0.332
C -1.72 -0.27 5.94  -0.769
C -2.65 -0.77 -1.87  -0.094
C -1.38 -4.13 -5.36  -0.062
C 2.24 -1.02 -1.67  -0.083
C -0.90 -0.64 4.87  -0.633
C -0.66 -4.40 -2.96  -0.034
C 0.11 2.32 -0.91  -0.419
C -1.76 1.21 3.49  -0.460
C -1.30 -3.65 -3.93  -0.285
C -1.91 -2.04 -2.22  -0.313
H -3.71 5.51 -2.72  0.104
H 3.69 -2.51 0.08  0.095
H 2.67 -0.45 3.72  0.067
H 1.15 2.53 2.32  0.093
H 3.30 1.06 -0.61  0.103
H 4.08 -0.38 1.96  0.105
H 2.16 2.54 0.87  0.058
H 2.87 2.97 2.43  0.095
H 1.04 -4.42 -0.32  0.050
H 2.00 -0.08 -2.16  0.081
H -0.52 -4.98 0.27  0.038
H 2.74 -1.94 1.49  0.080
H 4.46 1.29 1.55  0.126
H -3.17 -0.37 -2.74  0.075
H -0.38 -4.38 -5.74  0.074
H 3.45 1.13 4.01  0.093
H 3.13 -1.44 -2.16  0.089
H -2.69 2.09 -0.33  0.122
H -3.38 -0.96 -1.08  0.068
H 4.48 -0.24 -0.38  0.122
H -2.43 -1.86 -4.29  0.108
H -1.96 -0.02 -1.50  0.037
H 1.68 0.97 4.07  0.085
H 1.41 -1.72 -1.82  0.079
H -1.82 -3.37 -6.01  0.068
H 1.93 -2.77 0.17  0.031
H -4.39 3.62 -1.29  0.108
H -1.30 5.94 -3.18  0.120
H -0.17 -5.32 -3.25  0.112
H -1.99 -5.03 -5.42  0.076
H 0.29 -5.86 -1.04  0.072

Entry 2:
A structure of composition C28H31ClF2IrN6O7S, computed with ωB97M-V/def2-TZVPD.

Summary:
HOMO energy (spin up / spin down), eV: -12.816 / -14.847
Total charge: +2
Total energy, eV: -84424.389
Spin multiplicity: 6
Expectation value of S²: 8.832
Frontier orbital gap (spin up / spin down), eV: 6.66 / 4.66

Last column: Löwdin charge in e.
Atoms and positions in Å:
Ir -1.26 0.15 0.60  1.587
Cl -1.19 0.38 6.38  0.978
S 2.89 0.52 -0.09  0.938
F -1.24 2.96 0.04  0.049
F -1.02 2.57 2.17  0.043
O -3.66 1.91 6.36  0.115
O -3.39 1.08 0.68  -0.099
O 0.77 -0.62 -5.72  0.121
O 2.31 -0.85 -0.34  -0.564
O 4.09 -1.05 -4.38  -0.037
O -5.08 2.12 4.67  0.181
O -4.96 1.64 2.16  0.125
N -1.10 -0.13 3.77  -0.033
N 1.88 -1.60 -4.01  0.112
N -2.89 -1.49 0.07  -0.027
N -0.23 -1.97 0.53  -0.035
N -1.80 0.08 2.64  -0.020
N -1.00 0.50 -1.41  -0.078
C 1.23 1.37 -2.35  -0.183
C -3.96 1.73 5.21  -0.495
C 2.02 1.71 -1.12  -0.344
C -2.92 0.76 2.96  -0.093
C -0.68 2.13 0.94  -0.430
C -1.78 0.40 4.82  -0.519
C 0.58 2.58 -2.96  -0.003
C 2.33 -1.30 2.98  -0.059
C -2.12 0.84 -2.02  -0.109
C -3.86 1.22 1.85  -0.539
C -0.98 -2.92 -0.31  -0.208
C 0.12 -0.89 3.81  -0.223
C -2.36 0.65 -3.39  0.032
C 0.23 -1.95 4.70  -0.026
C 3.05 -1.91 -4.80  -0.216
C -1.39 0.00 -4.15  0.029
C 1.67 4.09 -1.43  -0.020
C 0.82 3.84 -2.53  -0.049
C 0.18 0.17 -2.22  -0.221
C 4.50 0.54 -0.91  -0.186
C 2.25 3.01 -0.75  -0.117
C 0.88 -0.84 -4.54  -0.439
C -2.97 0.99 4.33  0.015
C -0.17 -0.28 -3.61  -0.037
C -2.42 -2.89 0.15  -0.196
C 2.45 -2.37 3.86  -0.033
C 1.41 -2.69 4.71  -0.034
C 1.16 -0.55 2.96  -0.052
H 2.89 3.21 0.10  0.124
H 0.35 4.67 -3.04  0.125
H 4.40 0.11 -1.90  0.052
H -0.05 2.40 -3.82  0.125
H 2.79 -1.75 -5.84  0.133
H 1.08 0.31 2.31  0.081
H 1.50 -3.52 5.40  0.125
H 1.97 -1.74 -3.01  0.130
H 0.41 2.22 0.85  0.098
H -2.91 1.23 -1.39  0.112
H 4.82 -1.10 -5.02  0.105
H -3.04 -3.56 -0.44  0.136
H 1.95 0.99 -3.10  0.164
H -0.92 -2.60 -1.36  0.116
H 3.14 -1.05 2.31  0.094
H -3.15 -1.27 -0.89  0.097
H 1.85 5.11 -1.11  0.122
H 4.84 1.57 -0.94  0.070
H 0.73 -0.60 -1.69  0.090
H -0.58 -2.21 5.36  0.114
H 5.19 -0.06 -0.30  0.067
H 3.36 -2.95 3.88  0.123
H -3.71 -1.33 0.64  0.108
H -3.31 0.94 -3.81  0.133
H -0.21 -2.31 1.48  0.091
H 3.32 -2.96 -4.64  0.135
H 0.74 -1.85 0.23  0.051
H -2.49 -3.21 1.19  0.129
H -0.58 -3.93 -0.23  0.136
H -5.16 1.92 3.70  0.067
H -1.58 -0.28 -5.18  0.145

Entry 3:
A structure of composition C28H31ClN7O7S2Y, computed with ωB97M-V/def2-TZVPD.

Summary:
HOMO energy, eV: -8.469
Total energy, eV: -89538.864
Frontier orbital gap, eV: 8.63

Last column: Löwdin charge in e.
Atoms and positions in Å:
Y 0.71 0.26 -1.20  1.102
Cl 2.78 -0.28 -3.32  0.675
S 1.67 -1.06 0.87  0.752
S -0.95 2.00 -2.61  0.724
O 2.48 -1.01 -2.09  -0.446
O 4.15 0.04 -3.39  -0.253
O -2.54 -2.14 -1.77  0.050
O -0.67 1.15 0.68  -0.034
O 1.96 0.92 -3.28  -0.414
O 2.36 -1.09 -4.43  -0.312
O 1.96 1.70 -0.61  -0.188
N -2.70 0.05 0.93  0.180
N 3.39 1.08 1.11  0.120
N 3.19 -0.30 2.89  -0.120
N -0.35 -0.97 -3.34  0.020
N -1.25 -0.62 -0.63  -0.001
N -2.03 1.75 -4.97  0.092
N -1.02 -0.14 -4.24  -0.036
C -4.73 -0.41 -0.35  -0.144
C 5.51 5.14 -0.88  -0.086
C -7.11 0.72 -1.24  -0.088
C 2.80 -0.01 1.63  -0.644
C -4.68 -4.42 1.21  -0.070
C -3.70 -2.23 1.05  -0.152
C 3.92 2.95 -0.25  -0.124
C -1.33 1.14 -4.00  -0.826
C -4.24 -4.53 2.52  -0.090
C 4.87 3.42 0.66  -0.020
C 2.66 -1.44 3.62  -0.255
C -3.43 -0.98 0.21  -0.258
C 5.64 0.20 3.07  -0.072
C 4.22 0.51 3.55  -0.201
C -5.73 -0.08 0.55  -0.028
C 3.78 3.59 -1.48  -0.006
C -4.42 -3.27 0.47  -0.020
C 3.43 -2.74 3.38  -0.077
C 3.02 1.81 0.09  -0.373
C 4.57 4.67 -1.80  -0.071
C -2.37 -1.33 -0.87  -0.409
C -3.23 -2.35 2.35  -0.024
C -1.49 0.27 0.38  -0.611
C -4.93 -0.19 -1.71  -0.013
C -3.51 -3.50 3.08  -0.080
C -6.91 0.49 0.12  -0.074
C -6.12 0.38 -2.14  -0.073
C 5.65 4.51 0.35  -0.079
H 3.43 -2.96 2.31  0.058
H 4.46 5.16 -2.76  0.104
H -4.17 -0.46 -2.42  0.105
H 6.38 4.88 1.06  0.102
H -4.76 -3.18 -0.55  0.123
H 5.72 0.40 2.00  0.066
H -3.14 0.71 1.55  0.163
H -5.25 -5.23 0.76  0.104
H -7.68 0.75 0.83  0.104
H -4.45 -5.42 3.09  0.101
H 6.36 0.83 3.60  0.075
H 4.97 2.92 1.62  0.096
H 2.94 -3.56 3.90  0.076
H 4.14 0.31 4.62  0.112
H -8.04 1.16 -1.58  0.102
H 2.69 -1.18 4.68  0.112
H -1.34 -0.56 -5.10  0.155
H 0.41 -1.44 -3.83  0.075
H 4.00 1.56 3.38  0.105
H 4.45 -2.66 3.73  0.063
H 3.04 3.21 -2.18  0.110
H -3.15 -3.58 4.10  0.102
H -1.01 -1.65 -2.96  0.077
H 6.12 6.00 -1.13  0.101
H 5.89 -0.85 3.25  0.063
H -2.22 1.32 -5.86  0.108
H -5.58 -0.29 1.61  0.122
H -2.22 2.73 -4.85  0.092
H 1.62 -1.58 3.34  0.071
H -2.65 -1.55 2.79  0.110
H -6.28 0.55 -3.20  0.102

Entry 4:
A cluster of 4 separate species, C28H31F24N2O6 in total, computed with ωB97M-V/def2-TZVPD.

Summary:
HOMO energy, eV: -11.709
Total charge: +1
Total energy, eV: -110014.772
Frontier orbital gap, eV: 6.94

Last column: Löwdin charge in e.
Atoms and positions in Å:
F -3.14 -0.91 3.16  0.077
F -1.99 0.49 9.09  0.156
F -3.70 -0.84 5.26  0.102
F 4.59 2.62 -7.97  0.107
F 2.46 2.39 -9.78  0.156
F 1.57 -0.47 -6.18  0.124
F -3.05 -2.07 8.67  0.105
F 1.95 2.26 -5.41  0.106
F -1.21 0.99 3.55  0.103
F -0.56 -0.20 -5.81  0.096
F 3.73 1.02 -6.78  0.088
F -0.89 -0.81 4.72  0.117
F 1.86 2.98 -7.80  0.139
F -3.17 4.23 3.67  0.122
F -2.06 -2.15 6.74  0.086
F -1.05 2.83 -0.26  0.096
F -5.25 4.80 3.93  0.110
F 1.03 0.98 -3.92  0.063
F -3.26 5.45 1.08  0.095
F -3.75 6.75 2.75  0.101
F -1.44 3.77 1.66  0.097
F -3.77 3.25 0.03  0.142
F -3.28 1.15 0.14  0.140
F -3.34 0.36 7.41  0.140
O -1.12 0.52 7.07  0.044
O -3.78 2.19 2.01  0.014
O 5.46 -3.89 0.90  0.088
O 1.49 -0.38 0.14  -0.010
O 1.48 0.89 -8.52  0.043
O -0.60 0.35 0.66  0.159
N -1.24 -4.65 -0.45  0.085
N 3.71 -2.56 0.11  -0.113
C -2.02 -1.56 7.96  -0.275
C -1.50 1.17 5.86  -0.037
C -0.80 -3.86 -1.48  0.008
C 3.09 -1.67 -2.24  -0.148
C 3.07 -0.14 -1.84  -0.142
C 3.77 1.55 -8.02  -0.275
C 1.76 0.33 -1.10  -0.153
C -1.64 2.64 0.95  -0.300
C 4.53 -1.51 0.80  -0.085
C -0.36 -2.52 -1.23  0.056
C -4.32 4.46 2.99  -0.435
C 0.36 0.94 -7.64  -0.045
C 4.00 -2.59 -1.35  -0.190
C -3.13 2.33 0.78  -0.504
C -1.33 -4.18 0.84  0.016
C -0.91 -2.83 1.21  0.088
C 0.85 1.55 -5.15  -0.282
C -2.14 -0.04 7.85  -0.519
C 4.30 -3.82 0.60  -0.474
C -4.17 5.66 2.05  -0.300
C 0.58 0.46 -6.19  -0.434
C -3.12 -0.12 4.28  -0.289
C 3.47 -5.15 0.71  -0.006
C 0.13 -0.53 0.34  -0.374
C -0.40 -1.99 0.13  0.014
C 2.37 1.96 -8.51  -0.518
C -1.69 0.29 4.61  -0.421
C -4.79 3.15 2.35  -0.039
H 5.55 -1.39 0.31  0.101
H -5.48 3.31 1.52  0.147
H -0.66 1.82 5.63  0.154
H -0.14 1.91 -7.68  0.148
H -5.13 5.92 1.59  0.176
H 4.65 -1.73 1.89  0.104
H -3.74 0.75 4.08  0.161
H -1.08 -1.85 8.44  0.177
H -2.34 1.85 6.01  0.149
H 3.89 -5.71 1.59  0.093
H 0.00 2.24 -5.08  0.179
H -0.96 -2.45 2.25  0.133
H 4.21 0.81 -8.70  0.178
H 2.06 -2.10 -2.33  0.084
H 3.69 -5.77 -0.20  0.089
H -1.13 1.82 1.45  0.108
H 5.11 -2.44 -1.53  0.138
H -1.55 -5.61 -0.64  0.183
H 2.38 -5.00 0.89  0.059
H -0.36 0.24 -8.08  0.151
H -0.75 -4.29 -2.51  0.154
H -5.39 2.64 3.11  0.145
H 4.03 -0.50 0.75  0.073
H -1.70 -4.84 1.65  0.151
H 3.99 0.17 -1.29  0.111
H 3.80 -3.65 -1.69  0.125
H 3.10 0.43 -2.81  0.109
H -0.01 -1.90 -2.09  0.124
H 0.91 0.30 -1.82  0.111
H 1.91 1.42 -0.84  0.147
H 3.53 -1.71 -3.28  0.121

Entry 5:
A structure of composition C28H31IrNO7P4SSe3Te, computed with ωB97M-V/def2-TZVPD.

Summary:
HOMO energy (spin up / spin down), eV: -7.550 / -7.539
Total energy, eV: -299532.628
Spin multiplicity: 2
Expectation value of S²: 0.757
Frontier orbital gap (spin up / spin down), eV: 6.47 / 5.27

Last column: Löwdin charge in e.
Atoms and positions in Å:
Ir 0.23 0.74 1.12  0.513
Te -1.22 3.91 -0.56  0.699
Se -0.61 5.98 1.72  0.053
Se -1.26 2.57 1.59  0.117
Se -0.18 4.23 3.00  0.177
S 3.96 3.15 -0.25  0.810
P -1.25 1.61 -1.31  0.481
P 0.98 -1.31 1.42  0.820
P 0.93 0.97 4.57  0.196
P 3.19 -0.46 3.29  0.279
O 4.37 -1.17 3.74  -0.221
O 0.20 -0.11 5.50  -0.093
O 1.00 2.27 5.22  -0.293
O 2.10 -1.42 2.64  -0.354
O 0.30 0.86 3.20  -0.569
O 3.43 0.61 2.15  -0.132
O 2.44 0.33 4.43  -0.218
N -0.02 0.64 -0.99  -0.400
C -1.48 1.79 -3.11  -0.346
C 2.88 -3.61 -2.06  -0.081
C -2.05 0.66 -5.17  -0.066
C -3.94 -1.12 0.03  -0.068
C 3.07 1.68 -0.77  -0.545
C 1.50 -3.47 -1.97  -0.078
C -2.79 0.83 -0.77  -0.393
C -5.17 0.90 -0.43  -0.069
C 1.75 -2.30 0.12  -0.343
C 3.13 -2.45 0.04  -0.065
C -2.40 -2.80 3.15  -0.079
C 2.05 1.83 -1.89  -0.244
C -1.27 2.96 -3.82  -0.115
C -1.45 2.99 -5.20  -0.070
C -5.14 -0.42 -0.01  -0.069
C -1.84 1.84 -5.87  -0.072
C -2.76 -0.50 -0.35  -0.103
C 0.94 -2.82 -0.89  -0.101
C -1.48 -1.95 2.56  -0.111
C -2.10 -4.14 3.33  -0.077
C 2.74 3.83 0.91  -0.438
C -1.88 0.64 -3.79  -0.080
C -0.87 -4.64 2.90  -0.072
C 1.10 0.63 -1.95  -0.278
C -3.99 1.53 -0.81  -0.103
C 3.69 -3.10 -1.05  -0.069
C -0.25 -2.45 2.13  -0.319
C 0.05 -3.80 2.31  -0.069
H 2.59 1.26 0.12  0.011
H -2.05 -0.28 -3.24  0.114
H 3.83 0.96 -1.08  0.078
H 1.01 -4.19 1.99  0.116
H 3.32 -4.11 -2.91  0.103
H -3.92 -2.15 0.37  0.106
H 3.20 4.68 1.41  0.038
H -0.14 -2.71 -0.82  0.103
H 1.68 -0.28 -1.79  0.097
H -1.97 1.86 -6.95  0.107
H 3.77 -2.06 0.82  0.103
H 4.77 -3.22 -1.11  0.107
H 1.84 4.16 0.39  -0.023
H 2.48 3.07 1.64  0.004
H -4.01 2.56 -1.14  0.086
H 2.59 1.87 -2.84  0.113
H -6.10 1.44 -0.47  0.107
H -2.35 -0.24 -5.69  0.108
H -0.93 3.86 -3.33  0.050
H 0.69 0.55 -2.96  0.096
H -1.27 3.90 -5.75  0.109
H -1.82 -1.02 -0.30  0.072
H -1.69 -0.90 2.41  0.079
H -2.82 -4.81 3.79  0.105
H 0.86 -3.87 -2.75  0.105
H -6.06 -0.91 0.30  0.106
H -3.35 -2.41 3.49  0.108
H -0.63 -5.69 3.04  0.106
H 0.00 -0.93 5.03  0.072
H 1.48 2.77 -1.82  0.069
H 4.34 0.95 2.11  0.104

Entry 6:
A structure of composition C28H31N3O2Pd, computed with ωB97M-V/def2-TZVPD.

Summary:
HOMO energy (spin up / spin down), eV: -13.619 / -14.680
Total charge: +2
Total energy, eV: -41565.183
Spin multiplicity: 5
Expectation value of S²: 6.042
Frontier orbital gap (spin up / spin down), eV: 7.31 / 5.49

Last column: Löwdin charge in e.
Atoms and positions in Å:
Pd -0.55 0.54 -1.81  1.235
O -0.15 1.22 0.84  0.051
O -1.20 -0.57 -0.08  -0.117
N 0.69 -1.20 -2.04  0.002
N -0.80 -1.90 2.75  0.206
N 1.08 1.24 -3.03  -0.005
C 2.09 0.34 -3.21  -0.177
C -1.94 0.16 2.05  -0.084
C 0.54 -1.62 2.46  -0.162
C 1.26 -2.59 1.73  0.000
C -4.10 1.44 -2.18  -0.172
C -1.01 0.31 0.87  -0.556
C -1.86 -1.00 2.85  -0.188
C 1.88 -1.01 -2.67  -0.180
C 2.78 -2.09 -2.77  0.028
C 3.11 1.19 2.55  -0.021
C -2.93 1.11 2.26  0.016
C 3.12 -1.09 1.55  0.018
C -4.00 0.19 -1.33  -0.153
C -1.25 2.36 -1.66  -0.202
C 2.45 -0.15 2.33  -0.203
C 1.20 -3.50 -1.64  -0.037
C 1.22 2.50 -3.45  -0.086
C 0.36 -2.40 -1.53  -0.102
C 3.26 0.73 -3.90  0.031
C -2.86 -1.23 3.81  0.026
C 2.43 -3.34 -2.27  -0.020
C -3.88 -0.29 3.99  -0.020
C 0.56 0.49 3.86  0.003
C 3.40 2.05 -4.33  -0.003
C 1.19 -0.44 2.87  -0.135
C -3.90 0.89 3.23  -0.008
C 2.54 -2.32 1.27  -0.042
C 2.38 2.96 -4.08  0.000
H -2.83 -2.14 4.40  0.135
H -2.98 0.02 -0.99  -0.003
H 1.33 0.92 4.53  0.102
H 2.49 2.01 2.17  0.099
H 4.31 2.37 -4.84  0.131
H 0.38 3.17 -3.24  0.099
H 3.75 -1.92 -3.24  0.118
H -4.70 1.63 3.36  0.131
H 0.06 1.34 3.37  0.101
H 3.10 -4.19 -2.38  0.131
H 4.06 1.22 2.01  0.086
H 4.12 -0.86 1.18  0.132
H -2.08 2.46 -0.95  0.028
H 2.44 4.01 -4.35  0.129
H -4.10 2.34 -1.56  0.067
H 0.87 -4.44 -1.22  0.126
H 0.77 -3.54 1.51  0.127
H 3.09 -3.06 0.71  0.116
H -5.03 1.43 -2.75  0.083
H -2.91 2.01 1.65  0.135
H -4.29 -0.70 -1.89  0.080
H -4.62 0.27 -0.44  0.075
H -0.60 -2.48 -1.02  0.113
H -0.40 2.98 -1.34  0.029
H -4.65 -0.45 4.74  0.126
H 3.32 1.38 3.61  0.099
H -3.27 1.54 -2.88  0.029
H -1.56 2.60 -2.68  0.027
H 4.03 -0.02 -4.08  0.120
H -1.05 -2.89 2.85  0.183
H -0.18 -0.02 4.49  0.098

These records have max |F| values of 5.9, 1.9, 2.8, 2.6, 1.4, 3.7 eV Å⁻¹, in the order they appear.